# C43H100N10O9

A cluster of 9 separate species, C43H100N10O9 in total (wB97M-V/def2-TZVPD, the OMol25 dataset).

Last columns: bonded neighbours and bond lengths (Å).
Element x y z (Å)
1 O -10.594 7.790 4.079  C60 1.233
2 O -7.206 13.725 6.706  C37 1.220
3 O -12.818 14.169 5.111  C23 1.239
4 O -9.686 10.382 4.271  C27 1.410, H149 0.971
5 O -9.574 10.218 -1.589  N13 1.433, H112 0.963
6 O -14.816 8.363 2.434  N16 1.415, H115 0.963
7 O -6.471 6.648 3.803  C58 1.439, H153 0.962
8 O -11.086 16.326 4.992  N15 1.397, H148 0.974
9 O -8.588 6.451 6.844  N14 1.424, H80 0.966
10 N -13.161 14.575 2.896  C23 1.366, H94 1.002, H119 1.012
11 N -13.742 12.528 3.851  C23 1.371, H102 1.001, H135 1.002
12 N -12.782 8.045 4.643  C60 1.368, H107 1.001, H142 1.004
13 N -8.509 10.822 -2.332  O5 1.433, C45 1.468, C53 1.483
14 N -7.503 6.562 7.759  O9 1.424, C51 1.460, C57 1.467
15 N -11.005 16.787 3.676  O8 1.397, C46 1.461, C49 1.475
16 N -14.888 7.806 1.135  O6 1.415, C22 1.457, C25 1.480
17 N -7.060 11.760 5.539  C37 1.374, H70 1.000, H155 1.005
18 N -8.940 12.231 6.730  C37 1.371, H92 1.006, H109 1.000
19 N -11.120 8.096 6.264  C60 1.368, H68 1.008, H88 1.002
20 C -17.100 8.718 0.762  C22 1.538, H86 1.089, H90 1.089, H105 1.092
21 C -7.304 8.937 7.307  C51 1.542, H99 1.091, H116 1.086, H132 1.096
22 C -16.258 7.432 0.807  N16 1.457, C20 1.538, C43 1.571, C56 1.538
23 C -13.156 13.759 3.991  O3 1.239, N10 1.366, N11 1.371
24 C -10.445 18.036 1.076  C31 1.542, C36 1.519, H64 1.095, H141 1.089
25 C -13.711 6.949 0.870  N16 1.480, C41 1.518, C44 1.517, C50 1.537
26 C -8.549 17.153 3.608  C49 1.536, H74 1.091, H81 1.089, H126 1.092
27 C -10.492 10.949 3.262  O4 1.410, C54 1.510, H87 1.099, H136 1.091
28 C -6.864 9.169 -1.495  C53 1.521, H95 1.095, H104 1.092, H124 1.090
29 C -6.547 8.533 2.319  C58 1.507, H71 1.097, H82 1.094, H98 1.091
30 C -13.144 17.940 3.851  C46 1.534, H77 1.092, H158 1.092, H159 1.092
31 C -9.825 16.687 1.493  C24 1.542, C49 1.522, H78 1.092, H144 1.098
32 C -9.417 13.044 -2.170  C45 1.525, H85 1.086, H91 1.097, H156 1.094
33 C -9.562 14.899 3.183  C49 1.548, H65 1.087, H73 1.085, H137 1.095
34 C -15.218 5.765 -0.854  C44 1.524, C56 1.516, H113 1.092, H161 1.100
35 C -5.946 11.725 -3.129  C52 1.522, C61 1.526, H76 1.090, H138 1.093
36 C -11.743 18.177 1.853  C24 1.519, C46 1.527, H89 1.100, H101 1.096
37 C -7.691 12.659 6.365  O2 1.220, N17 1.374, N18 1.371
38 C -8.658 8.284 9.228  C51 1.541, H67 1.096, H84 1.093, H160 1.091
39 C -8.616 5.036 9.429  C57 1.527, H108 1.091, H131 1.094, H143 1.092
40 C -7.666 12.354 -0.482  C45 1.555, H66 1.089, H103 1.091, H162 1.093
41 C -12.484 7.842 0.887  C25 1.518, H93 1.091, H123 1.093, H127 1.103
42 C -6.121 5.455 9.417  C55 1.524, C57 1.523, H106 1.091, H110 1.103
43 C -16.899 6.507 1.903  C22 1.571, H69 1.092, H118 1.084, H121 1.090
44 C -13.897 6.464 -0.556  C25 1.517, C34 1.524, H96 1.098, H125 1.096
45 C -8.169 12.197 -1.945  N13 1.468, C32 1.525, C40 1.555, C52 1.530
46 C -11.691 18.042 3.373  N15 1.461, C30 1.534, C36 1.527, C62 1.526
47 C -7.197 4.188 7.615  C57 1.522, H75 1.093, H147 1.096, H152 1.093
48 C -6.184 7.912 9.294  C51 1.520, C55 1.523, H63 1.092, H97 1.098
49 C -9.751 16.423 2.990  N15 1.475, C26 1.536, C31 1.522, C33 1.548
50 C -13.624 5.755 1.834  C25 1.537, H120 1.088, H151 1.089, H154 1.090
51 C -7.420 7.866 8.410  N14 1.460, C21 1.542, C38 1.541, C48 1.520
52 C -7.072 12.718 -2.876  C35 1.522, C45 1.530, H83 1.095, H139 1.094
53 C -7.534 9.774 -2.718  N13 1.483, C28 1.521, C59 1.542, C61 1.524
54 C -9.984 10.620 1.879  C27 1.510, H114 1.088, H133 1.103, H146 1.089
55 C -6.076 6.731 10.248  C42 1.524, C48 1.523, H130 1.096, H150 1.089
56 C -16.375 6.691 -0.535  C22 1.538, C34 1.516, H72 1.092, H140 1.096
57 C -7.387 5.350 8.578  N14 1.467, C39 1.527, C42 1.523, C47 1.522
58 C -7.360 7.511 3.070  O7 1.439, C29 1.507, H100 1.093, H157 1.092
59 C -8.331 8.736 -3.534  C53 1.542, H111 1.092, H128 1.086, H129 1.089
60 C -11.445 8.039 4.936  O1 1.233, N12 1.368, N19 1.368
61 C -6.518 10.413 -3.656  C35 1.526, C53 1.524, H122 1.094, H134 1.095
62 C -11.055 19.245 4.065  C46 1.526, H79 1.089, H117 1.090, H145 1.098
63 H -6.104 8.836 9.871  C48 1.092
64 H -9.768 18.867 1.301  C24 1.095
65 H -10.371 14.412 2.644  C33 1.087
66 H -7.752 11.441 0.105  C40 1.089
67 H -8.671 7.831 10.226  C38 1.096
68 H -10.143 7.996 6.494  N19 1.008
69 H -16.479 6.827 2.859  C43 1.092
70 H -6.131 12.031 5.286  N17 1.000
71 H -5.863 8.091 1.585  C29 1.097
72 H -17.282 6.084 -0.567  C56 1.092
73 H -9.527 14.566 4.214  C33 1.085
74 H -7.608 16.731 3.254  C26 1.091
75 H -8.032 4.040 6.925  C47 1.093
76 H -5.257 12.146 -3.862  C35 1.090
77 H -13.639 18.901 3.701  C30 1.092
78 H -8.825 16.567 1.073  C31 1.092
79 H -10.092 19.533 3.646  C62 1.089
80 H -8.093 6.340 6.022  O9 0.966
81 H -8.543 18.224 3.409  C26 1.089
82 H -5.843 9.093 2.943  C29 1.094
83 H -6.566 13.586 -2.441  C52 1.095
84 H -9.581 7.950 8.747  C38 1.093
85 H -9.326 14.094 -1.905  C32 1.086
86 H -17.397 9.014 1.767  C20 1.089
87 H -11.508 10.553 3.394  C27 1.099
88 H -11.792 8.432 6.926  N19 1.002
89 H -12.386 17.374 1.463  C36 1.100
90 H -16.549 9.534 0.295  C20 1.089
91 H -10.239 12.618 -1.583  C32 1.097
92 H -9.294 11.456 6.195  N18 1.006
93 H -12.277 8.420 -0.014  C41 1.091
94 H -13.436 14.216 2.001  N10 1.002
95 H -5.998 8.553 -1.760  C28 1.095
96 H -13.855 7.304 -1.261  C44 1.098
97 H -5.315 7.917 8.623  C48 1.098
98 H -7.184 9.223 1.764  C29 1.091
99 H -6.771 9.794 7.722  C21 1.091
100 H -7.980 8.020 3.813  C58 1.093
101 H -12.302 19.101 1.669  C36 1.096
102 H -13.773 11.965 4.678  N11 1.001
103 H -6.609 12.626 -0.486  C40 1.091
104 H -7.541 8.538 -0.914  C28 1.092
105 H -17.991 8.472 0.181  C20 1.092
106 H -5.807 4.532 9.908  C42 1.091
107 H -13.434 8.221 5.382  N12 1.001
108 H -8.779 5.703 10.277  C39 1.091
109 H -9.324 12.658 7.549  N18 1.000
110 H -5.298 5.551 8.688  C42 1.103
111 H -7.659 8.193 -4.201  C59 1.092
112 H -10.287 10.415 -2.205  O5 0.963
113 H -15.213 5.315 -1.848  C34 1.092
114 H -10.573 11.048 1.070  C54 1.088
115 H -14.455 9.244 2.291  O6 0.963
116 H -8.276 9.196 6.897  C21 1.086
117 H -10.988 19.076 5.140  C62 1.090
118 H -16.726 5.459 1.683  C43 1.084
119 H -12.803 15.517 2.988  N10 1.012
120 H -14.317 4.962 1.563  C50 1.088
121 H -17.950 6.781 1.991  C43 1.090
122 H -6.960 10.571 -4.644  C61 1.094
123 H -12.268 8.477 1.751  C41 1.093
124 H -6.476 9.924 -0.811  C28 1.090
125 H -13.081 5.822 -0.908  C44 1.096
126 H -8.619 17.052 4.693  C26 1.092
127 H -11.607 7.175 0.937  C41 1.103
128 H -9.070 9.259 -4.134  C59 1.086
129 H -8.751 8.013 -2.836  C59 1.089
130 H -6.933 6.691 10.931  C55 1.096
131 H -9.534 5.096 8.837  C39 1.094
132 H -6.622 8.600 6.519  C21 1.096
133 H -10.075 9.527 1.762  C54 1.103
134 H -5.644 9.768 -3.799  C61 1.095
135 H -13.886 12.184 2.921  N11 1.002
136 H -10.541 12.023 3.447  C27 1.091
137 H -8.600 14.709 2.696  C33 1.095
138 H -5.419 11.504 -2.197  C35 1.093
139 H -7.521 13.075 -3.807  C52 1.094
140 H -16.508 7.480 -1.284  C56 1.096
141 H -10.634 18.028 0.004  C24 1.089
142 H -13.089 7.773 3.728  N12 1.004
143 H -8.598 4.032 9.858  C39 1.092
144 H -10.481 15.943 1.021  C31 1.098
145 H -11.644 20.165 3.954  C62 1.098
146 H -8.905 10.716 1.773  C54 1.089
147 H -6.324 4.337 6.969  C47 1.096
148 H -11.804 15.668 4.969  O8 0.974
149 H -9.590 9.417 4.214  O4 0.971
150 H -5.202 6.805 10.894  C55 1.089
151 H -13.889 6.091 2.835  C50 1.089
152 H -7.066 3.201 8.068  C47 1.093
153 H -6.902 5.792 3.888  O7 0.962
154 H -12.614 5.344 1.815  C50 1.090
155 H -7.691 11.052 5.207  N17 1.005
156 H -9.755 12.902 -3.201  C32 1.094
157 H -7.992 6.979 2.356  C58 1.092
158 H -13.767 17.185 3.366  C30 1.092
159 H -13.140 17.707 4.917  C30 1.092
160 H -8.721 9.347 9.470  C38 1.091
161 H -15.288 4.845 -0.255  C34 1.100
162 H -8.182 13.101 0.127  C40 1.093

Properties
charge	0
E_HOMO	-7.673	eV
energy relative to the best compared isomer or geometry (same formula, charge and spin)	0.00	kcal per mole
SMILES string	CC1(C)CCCC(C)(C)N1O.CC1(C)CCCC(C)(C)N1O.CC1(C)CCCC(C)(C)N1O.CC1(C)CCCC(C)(C)N1O.NC(N)=O.NC(N)=O.NC(N)=O.CCO.CCO
HOMO-LUMO gap	7.6	eV
M	901.3	u

Löwdin population analysis, charges in e, atoms 1 to 5: -0.0026 0.0124 0.0132 -0.1160 -0.0218